# 1
{"formula": "C4H18BN2O10P2S", "method": "ωB97M-V/def2-TZVPD", "elements": ["C", "S", "O", "O", "N", "B", "N", "O", "P", "O", "O", "O", "H", "H", "H", "H", "H", "H", "H", "H", "H", "C", "O", "P", "O", "O", "C", "O", "C", "H", "H", "H", "H", "H", "H", "H", "H", "H"], "positions_angstrom": [[-1.618427, 1.628444, 2.554433], [-0.416762, 0.899394, 3.673642], [-0.607760, -0.503916, 3.734924], [-0.593866, 1.518004, 4.944106], [1.283968, 1.330651, 3.208261], [2.328595, 0.138024, 3.342860], [2.169560, -1.123778, 2.727228], [3.443669, 0.386627, 4.056105], [1.496182, 1.971992, 1.534080], [2.928972, 2.031738, 1.328197], [0.825295, 0.955065, 0.553701], [0.861677, 3.428687, 1.484863], [-1.567719, 2.715479, 2.573696], [-1.500322, 1.230518, 1.546027], [-2.569567, 1.327219, 2.994408], [1.552335, 2.107544, 3.821692], [2.096905, -1.821584, 3.463703], [1.330344, -1.156681, 2.157011], [3.391777, 1.179892, 4.601305], [0.991157, 1.291309, -0.349367], [0.657139, 3.752774, 2.373943], [-3.437717, -1.966990, -3.565314], [-2.122159, -2.279046, -3.089155], [-1.262159, -1.028924, -2.474796], [-2.278803, -0.174372, -1.816788], [-0.810463, -0.456422, -3.933040], [-0.477371, -1.350697, -5.012263], [0.099574, -0.408990, -1.737090], [1.329584, -1.158759, -1.900960], [-3.755949, -2.814667, -4.169710], [-4.127010, -1.849350, -2.733562], [-3.427799, -1.067046, -4.178929], [-1.306790, -1.395204, -5.716708], [-0.255159, -2.355902, -4.662127], [0.395861, -0.954102, -5.526966], [1.656406, -1.131582, -2.942098], [1.199413, -2.193800, -1.585151], [2.097392, -0.701548, -1.280162]], "forces_ev_per_angstrom": [[0.818, 0.109, -0.573], [-3.307, -0.635, 2.718], [1.041, -0.530, -1.603], [0.964, 1.388, -0.172], [-1.024, -0.094, -1.555], [1.726, -0.991, 0.049], [-1.399, 1.210, 0.280], [-0.965, 0.543, 0.360], [2.751, 1.094, -1.293], [0.473, -0.110, 0.508], [-1.027, 0.670, 0.948], [-0.912, -1.270, 0.770], [0.155, -0.045, 0.031], [-0.124, -0.022, 0.041], [0.163, -0.265, 0.140], [-0.090, -0.102, 0.127], [0.413, -0.413, -0.366], [0.086, -0.549, -0.053], [0.552, -0.054, 0.133], [-0.380, -0.565, -0.283], [-0.122, 0.621, -0.248], [-0.626, 0.079, 0.034], [2.620, -1.275, 1.487], [-3.400, 5.332, -2.517], [0.482, -0.552, 0.441], [0.561, -0.828, 0.253], [-0.050, 0.185, -0.175], [0.208, -3.261, 0.410], [0.108, 0.098, -0.215], [0.220, -0.068, 0.046], [0.080, 0.141, 0.025], [0.063, 0.045, 0.105], [-0.025, -0.044, 0.023], [-0.028, -0.019, -0.025], [-0.018, 0.106, 0.068], [-0.022, 0.024, 0.018], [0.088, 0.012, 0.050], [-0.052, 0.035, 0.014]], "lowdin_charge": [-0.082, 0.661, -0.215, -0.243, -0.041, -0.695, 0.236, 0.237, 0.417, -0.166, -0.065, -0.043, 0.079, 0.077, 0.102, 0.147, 0.124, 0.078, 0.125, 0.126, 0.103, -0.091, -0.279, 0.557, -0.260, -0.240, -0.098, -0.270, -0.089, 0.099, 0.090, 0.094, 0.090, 0.084, 0.091, 0.089, 0.092, 0.081], "lumo_energy_ev": -3.87, "total_charge": 1, "homo_lumo_gap_ha": 0.3284}



# 2
{"formula": "C4H9ClN2O", "method": "ωB97M-V/def2-TZVPD", "elements": ["C", "C", "C", "C", "N", "N", "O", "Cl", "H", "H", "H", "H", "H", "H", "H", "H", "H"], "positions_angstrom": [[0.350098, -0.242233, -1.166494], [-2.427616, 0.803271, 0.848418], [2.710352, -0.519952, -0.653512], [-2.022536, -0.316414, -0.016605], [1.195447, 0.078757, 1.149448], [1.348482, -0.252736, -0.263190], [0.349900, -0.520794, -2.329145], [-3.063549, -0.636037, -1.434425], [-1.947755, 0.693872, 1.834039], [-2.061774, 1.817301, 0.498395], [-3.495922, 0.845854, 1.013417], [3.426288, -0.549416, 0.135298], [2.806021, -1.472138, -1.239276], [2.949890, 0.290888, -1.443496], [-1.953964, -1.211713, 0.480821], [0.201658, 0.183737, 1.330985], [1.634973, 1.007751, 1.255322]], "forces_ev_per_angstrom": [[-0.767, -0.483, 0.838], [1.233, 1.997, 0.295], [0.207, 0.483, -3.698], [0.100, 0.991, -2.322], [0.413, 0.268, -1.160], [-0.836, 0.013, 1.181], [0.105, 0.353, 0.844], [0.711, 0.455, 0.573], [-0.186, -0.162, -0.154], [-0.669, -1.078, 0.067], [-0.356, 0.026, -0.060], [0.062, 0.269, 0.770], [-0.341, 0.623, 0.667], [0.236, -1.148, 1.362], [0.599, -2.113, 0.987], [-0.022, -0.027, -0.199], [-0.488, -0.467, 0.009]], "lowdin_charge": [-0.255, -0.215, -0.056, -0.599, 0.084, -0.221, 0.071, 0.538, 0.065, 0.095, 0.064, 0.068, 0.100, 0.118, 0.007, 0.043, 0.095], "lumo_energy_ev": [0.05, 0.11], "homo_lumo_gap_ha": [0.3040, 0.3111]}